ORCA calculation (ωB97M-V/def2-TZVPD) on a cluster of 11 separate species, C44H121N11O11 in total in a non-equilibrium geometry.

Properties
orbital gap: 9.115 eV
structure (SMILES): COC[C@H](C)N.COC[C@H](C)N.COC[C@H](C)N.COC[C@H](C)N.COC[C@H](C)N.COC[C@H](C)N.COC[C@H](C)N.COC[C@H](C)N.COC[C@H](C)N.COC[C@H](C)N.COC[C@H](C)N
calculated total energy: -86492.9722 eV
energy above the lowest of the compared OMol25 structures with the same formula, charge and spin: 144.4 kcal/mol

Geometry as XYZ:
```
187
Properties=species:S:1:pos:R:3:forces:R:3
C 4.055 2.676 3.813 0.2 0.3 1.3
O 4.320 3.583 2.773 -0.1 0.2 -0.3
C 4.396 4.961 3.120 0.6 0.1 0.0
C 5.094 5.740 1.993 0.6 -1.4 0.4
C 6.520 5.344 1.769 1.2 -2.3 -0.4
N 5.262 7.119 2.311 -1.1 1.2 0.6
H 3.301 3.021 4.520 -1.0 0.0 -0.5
H 4.849 2.566 4.551 1.0 0.1 -0.3
H 3.866 1.666 3.450 -0.3 0.3 -0.4
H 3.433 5.434 3.313 -0.6 -0.3 -0.2
H 4.932 5.101 4.060 0.5 -0.1 0.1
H 4.497 5.617 1.090 -0.1 -0.4 -0.2
H 7.029 5.999 1.062 -0.1 0.1 0.1
H 6.668 4.318 1.434 -0.5 -0.1 -0.7
H 7.123 5.253 2.673 -0.3 0.9 0.4
H 4.386 7.447 2.693 -0.2 0.6 0.0
H 5.375 7.547 1.403 0.1 0.7 0.1
C -1.231 0.858 -2.387 -0.5 0.8 0.4
O -0.774 1.296 -1.085 -0.5 0.2 -1.9
C -0.507 0.233 -0.241 1.2 -0.8 1.2
C 0.184 0.741 1.021 1.4 0.0 -0.2
C 1.723 1.041 0.632 -0.6 -0.9 1.0
N 0.045 -0.298 2.087 1.2 0.6 -0.9
H -2.320 0.833 -2.377 -0.2 -0.7 0.2
H -0.804 -0.082 -2.736 0.1 -0.1 0.4
H -1.064 1.602 -3.166 0.7 0.3 0.3
H -1.336 -0.424 0.021 -0.7 0.3 -0.1
H 0.246 -0.432 -0.665 0.0 -0.3 -0.5
H -0.250 1.683 1.357 -0.3 0.2 -0.2
H 1.993 1.585 -0.273 -0.9 0.4 -0.1
H 2.266 0.110 0.473 -0.3 -0.5 0.2
H 2.258 1.517 1.454 -0.1 0.2 0.2
H 0.561 0.021 2.895 0.6 0.0 0.1
H -0.888 -0.291 2.474 -0.8 0.1 -0.3
C -3.609 2.465 5.040 -1.6 -1.4 -0.1
O -2.531 2.640 4.186 1.3 2.1 0.3
C -2.308 4.039 3.927 1.5 -0.4 -0.7
C -1.214 4.174 2.845 1.0 -0.6 0.0
C 0.271 3.894 3.408 -2.2 0.2 -0.3
N -1.321 5.523 2.292 0.2 0.5 0.1
H -3.499 1.573 5.657 0.4 -0.1 0.0
H -4.401 2.217 4.333 -1.0 0.2 0.5
H -3.924 3.240 5.738 0.5 0.6 -0.4
H -3.186 4.621 3.648 -0.4 -0.5 -0.3
H -1.902 4.554 4.798 -0.1 -0.2 0.6
H -1.405 3.477 2.029 -0.3 -0.1 0.0
H 0.281 4.618 4.222 1.0 0.2 -0.1
H 0.963 4.027 2.577 0.2 0.4 0.3
H 0.474 2.916 3.845 -0.4 -0.2 -0.1
H -0.772 5.686 1.461 -0.2 -0.8 -0.4
H -0.864 6.196 2.891 -0.2 0.1 0.8
C 0.915 5.610 -0.662 0.4 -1.6 -1.6
O -0.060 5.433 -1.701 -0.2 0.1 0.9
C -1.198 4.680 -1.244 -0.3 0.1 -1.1
C -2.126 4.374 -2.475 -0.8 0.5 1.2
C -2.579 5.754 -3.030 0.0 -0.6 -0.9
N -3.246 3.477 -1.999 0.8 1.2 0.1
H 1.786 6.098 -1.099 -0.4 0.9 0.2
H 1.359 4.622 -0.535 -0.2 -0.4 0.9
H 0.554 6.002 0.289 0.1 0.3 -0.3
H -0.926 3.755 -0.734 0.4 -0.2 -0.1
H -1.758 5.281 -0.528 -0.3 0.1 0.0
H -1.593 3.807 -3.238 0.5 0.5 -0.1
H -3.191 6.405 -2.406 0.4 -0.3 0.7
H -3.195 5.702 -3.928 0.0 -0.6 -0.3
H -1.674 6.273 -3.346 0.0 0.2 0.2
H -3.708 3.034 -2.780 -0.1 0.1 -0.2
H -2.800 2.732 -1.484 0.0 -0.2 0.3
C 2.708 -0.464 -2.792 -1.0 1.0 -0.1
O 3.523 0.528 -2.113 -0.1 -1.9 -0.2
C 4.120 1.437 -3.003 0.9 -0.8 -0.7
C 5.378 2.071 -2.359 -0.4 -0.8 -0.7
C 5.028 2.899 -1.254 -1.3 1.3 4.3
N 6.017 2.959 -3.276 0.1 0.3 -2.6
H 2.944 -0.725 -3.824 1.0 0.4 -0.1
H 1.714 -0.028 -2.896 -0.4 0.1 0.1
H 2.556 -1.431 -2.312 0.6 0.3 0.8
H 4.455 0.898 -3.889 0.2 -0.1 -0.2
H 3.348 2.110 -3.378 0.1 0.8 0.2
H 6.041 1.272 -2.029 0.1 -0.2 -0.3
H 4.265 3.652 -1.455 -0.1 0.1 -0.5
H 5.880 3.444 -0.846 0.2 0.0 -0.1
H 4.621 2.372 -0.391 -0.1 -0.3 0.2
H 6.740 3.559 -2.904 0.3 -0.5 0.5
H 5.282 3.624 -3.469 -0.1 0.4 -0.7
C -6.403 -4.681 -4.063 1.1 -1.1 0.6
O -5.665 -3.846 -3.223 1.0 1.5 0.2
C -5.494 -2.452 -3.637 -0.6 -1.6 0.7
C -4.714 -1.721 -2.517 -0.7 0.8 0.9
C -3.253 -2.094 -2.311 0.5 -0.7 -1.8
N -5.379 -1.834 -1.207 -0.6 -0.6 -0.8
H -6.192 -5.656 -3.625 -0.3 -0.3 -0.1
H -5.915 -4.738 -5.036 -0.6 0.3 -0.5
H -7.485 -4.560 -4.019 0.0 0.5 -0.4
H -5.052 -2.335 -4.627 0.8 -0.4 0.0
H -6.523 -2.165 -3.856 -0.1 1.1 0.7
H -4.802 -0.658 -2.744 0.3 0.2 -0.4
H -3.117 -3.166 -2.451 -0.1 -0.2 0.0
H -2.776 -1.887 -1.353 -0.5 0.4 0.1
H -2.667 -1.619 -3.097 0.3 0.0 0.0
H -5.525 -2.829 -1.117 -0.3 -0.3 0.5
H -4.680 -1.576 -0.525 -0.3 0.1 0.4
C -5.235 1.253 -0.197 -0.5 0.5 0.8
O -4.922 0.277 0.772 -0.5 -0.4 0.4
C -3.843 0.572 1.628 0.5 -1.0 -0.1
C -3.598 -0.620 2.620 -1.7 1.6 -0.9
C -4.842 -0.805 3.468 0.4 -1.4 0.4
N -2.496 -0.245 3.442 0.8 -0.1 0.5
H -5.178 2.246 0.248 1.1 0.3 -0.2
H -6.300 1.295 -0.423 -0.1 -1.1 -0.2
H -4.655 1.083 -1.105 0.1 0.4 0.0
H -2.958 0.783 1.028 0.4 -0.1 -0.1
H -3.996 1.462 2.238 -0.4 0.3 0.1
H -3.421 -1.583 2.143 0.3 0.2 -0.5
H -4.602 -1.721 4.008 -0.4 -0.4 0.2
H -5.731 -0.995 2.866 -0.2 0.4 0.3
H -4.908 -0.095 4.292 -0.5 0.6 -0.5
H -2.457 -0.892 4.217 0.2 -0.2 0.2
H -2.667 0.673 3.826 0.2 0.1 0.0
C 9.440 2.657 1.248 0.2 -0.8 0.2
O 8.837 1.377 1.405 -1.1 0.7 -0.6
C 7.395 1.368 1.196 1.1 -2.6 1.4
C 7.014 -0.124 1.479 -2.5 -0.9 -0.7
C 5.529 -0.414 1.039 0.6 1.2 -1.5
N 6.953 -0.572 2.854 1.3 1.1 1.8
H 9.540 2.954 0.204 -0.7 0.3 -0.2
H 10.488 2.566 1.537 -0.1 -0.1 0.5
H 8.919 3.363 1.894 0.2 0.4 -0.3
H 6.844 1.960 1.927 0.2 0.6 0.1
H 7.059 1.613 0.188 0.4 0.2 -0.1
H 7.744 -0.776 0.998 -0.2 0.2 -0.5
H 4.807 0.166 1.613 0.3 0.3 0.5
H 5.200 -1.447 1.152 0.4 -0.1 -0.2
H 5.354 -0.049 0.027 -0.2 -0.5 -0.4
H 6.463 0.165 3.341 0.0 0.2 0.6
H 6.332 -1.360 2.971 0.1 -0.2 -0.4
C -0.739 -2.009 -5.472 -1.3 -0.5 -0.1
O -0.954 -3.241 -6.100 -1.0 -1.6 -1.2
C -2.341 -3.462 -6.548 1.1 1.8 1.0
C -2.422 -4.372 -7.746 -1.0 0.2 1.7
C -3.920 -4.676 -7.933 0.9 -0.3 -2.0
N -1.647 -5.578 -7.519 0.5 -0.2 -0.3
H 0.135 -2.128 -4.831 0.0 0.4 -0.1
H -1.663 -1.853 -4.916 0.3 0.7 0.7
H -0.681 -1.216 -6.217 0.5 0.3 0.1
H -2.998 -3.744 -5.725 0.4 -1.0 0.5
H -2.792 -2.483 -6.714 0.2 0.4 -0.9
H -2.049 -3.812 -8.603 0.1 -0.3 -0.2
H -4.348 -5.435 -7.277 0.1 0.4 0.4
H -3.933 -5.104 -8.935 -0.4 -0.4 -0.1
H -4.513 -3.775 -8.086 -0.1 0.0 0.7
H -0.820 -5.303 -7.008 0.4 0.0 -0.2
H -2.086 -6.241 -6.896 -0.6 0.0 0.0
C -0.977 -8.032 5.076 -0.5 0.0 -0.5
O -0.544 -6.986 4.242 0.9 1.5 0.5
C -1.312 -5.766 4.332 -1.2 -0.5 -0.8
C -0.541 -4.489 3.976 1.0 1.0 1.0
C 0.320 -3.982 5.169 0.5 -0.3 -0.3
N -1.395 -3.359 3.541 -1.0 -1.2 0.3
H -0.231 -8.824 5.139 0.3 0.3 -0.1
H -1.847 -8.473 4.589 -0.4 -0.2 0.4
H -1.211 -7.689 6.084 -0.1 0.0 0.1
H -2.125 -5.902 3.619 -0.2 0.2 -0.6
H -1.895 -5.674 5.247 0.6 0.0 0.7
H 0.114 -4.755 3.146 0.4 -0.2 0.1
H -0.161 -3.812 6.132 -0.8 -0.1 -0.3
H 0.792 -3.030 4.928 0.1 0.0 -0.3
H 1.116 -4.684 5.417 0.1 -0.1 -0.3
H -1.839 -3.649 2.681 -0.3 0.1 -0.3
H -0.909 -2.506 3.302 0.7 -0.1 0.1
C -3.878 -4.612 0.846 0.9 0.0 -1.0
O -2.531 -4.220 0.493 0.4 0.2 0.5
C -1.668 -5.238 -0.066 -0.7 0.6 -0.4
C -0.146 -4.818 -0.358 -1.6 -0.7 1.2
C -0.027 -3.875 -1.509 -0.2 1.6 -1.5
N 0.604 -6.025 -0.712 -0.5 0.1 -0.2
H -4.380 -4.950 -0.061 -0.3 0.0 -0.1
H -4.382 -3.728 1.236 0.1 0.0 0.0
H -3.956 -5.422 1.571 0.4 -0.1 0.2
H -1.808 -6.125 0.552 0.8 -0.2 0.5
H -2.104 -5.550 -1.015 0.0 0.1 -0.5
H 0.247 -4.452 0.591 0.1 0.4 -0.1
H -0.390 -4.274 -2.457 -0.4 -0.8 0.1
H 0.960 -3.540 -1.828 0.6 -0.4 0.8
H -0.566 -2.928 -1.500 -0.3 0.0 0.9
H 0.165 -6.808 -0.250 0.2 -0.3 0.4
H 0.367 -6.164 -1.684 0.3 -0.4 -0.4
```
Forces are in eV/Å.


ORCA calculation (ωB97M-V/def2-TZVPD) on a structure of composition C14H26AsCuF9N2O5 in a non-equilibrium geometry.

Properties
2S+1: 2
orbital gap (alpha / beta): 7.141 / 7.137 eV
calculated total energy: -158086.9525 eV
energy above the lowest of the compared OMol25 structures with the same formula, charge and spin: 88.5 kcal/mol

Geometry as XYZ:
```
58
Properties=species:S:1:pos:R:3:forces:R:3
Cu 1.060 -4.742 -11.405 -0.5 -0.8 0.4
C -5.116 -4.620 -13.709 0.2 -1.6 1.2
O -5.534 -5.714 -12.909 -0.9 -0.1 -0.5
O -3.767 -4.371 -13.379 -2.1 -0.3 -1.8
C -5.640 -4.935 -15.229 0.3 0.7 0.1
F -5.224 -3.951 -16.059 -0.3 -0.8 0.5
F -5.187 -6.116 -15.672 -0.2 0.8 0.3
F -7.031 -4.978 -15.324 2.1 0.2 0.6
C -6.910 -5.682 -12.412 0.5 -0.6 1.5
C -7.177 -6.922 -11.522 0.4 0.4 -0.2
H -8.187 -6.920 -11.112 -0.3 0.1 -0.6
H -6.992 -7.847 -12.067 0.0 0.0 0.2
H -6.603 -6.868 -10.597 0.6 -0.2 -0.3
H -7.686 -5.611 -13.175 0.4 0.2 -0.2
H -6.943 -4.865 -11.691 -0.3 0.6 -0.4
H -5.594 -3.716 -13.334 -0.3 0.6 -0.3
As 7.732 -5.574 -13.300 0.1 -0.1 -0.1
F 7.789 -4.744 -11.703 0.0 -0.8 -1.3
F 5.945 -5.303 -13.235 1.3 -0.6 -0.4
F 7.771 -6.342 -14.942 -0.5 0.6 1.8
F 9.494 -5.796 -13.179 -1.4 0.3 -0.2
F 7.488 -7.208 -12.557 0.1 1.7 -0.7
F 7.871 -4.009 -14.168 0.1 -1.2 1.0
C 6.241 0.948 -10.861 1.1 0.3 0.8
C 5.056 0.231 -11.214 -2.8 -1.0 -0.6
N 4.041 -0.282 -11.468 1.9 0.8 0.4
H 6.782 0.415 -10.079 0.2 -0.4 -0.3
H 6.030 1.890 -10.354 -0.3 0.2 -0.5
H 6.897 1.093 -11.719 -0.1 0.0 0.1
C 6.199 -3.434 -5.353 -0.4 -0.7 -0.4
C 5.285 -4.060 -6.358 -1.8 -1.2 -2.5
N 4.577 -4.529 -7.186 2.5 1.7 3.2
H 6.778 -4.205 -4.845 -0.2 -0.1 0.0
H 5.605 -2.898 -4.613 0.1 0.1 -0.1
H 6.942 -2.792 -5.827 -0.3 0.1 -0.1
C 0.342 -7.284 -13.746 1.4 0.0 0.7
O 0.078 -7.260 -12.313 0.4 0.0 -1.7
C -0.666 -8.410 -11.890 -0.7 1.7 1.0
C -0.668 -8.324 -10.352 0.2 -1.9 -1.1
O -0.938 -7.027 -9.968 -0.3 0.6 0.3
C -1.378 -6.888 -8.637 0.1 2.1 0.3
C -1.857 -5.378 -8.469 1.4 -1.3 -0.6
O -0.907 -4.440 -9.122 -1.3 -1.2 1.0
C -1.547 -3.182 -9.118 0.2 0.8 -1.2
H -0.463 -7.207 -14.477 -0.7 -0.1 0.7
H 0.948 -8.164 -13.962 -0.2 -0.2 -0.1
H 1.018 -6.452 -13.944 -0.1 0.2 0.0
H -0.305 -9.364 -12.276 0.4 0.1 0.0
H -1.677 -8.221 -12.251 -0.3 -0.4 0.0
H 0.264 -8.748 -9.979 0.6 0.6 0.2
H -1.389 -9.050 -9.976 -0.6 0.1 0.0
H -0.588 -7.093 -7.915 0.4 0.0 -0.1
H -2.193 -7.570 -8.394 -0.3 0.0 -0.2
H -1.905 -5.116 -7.413 0.0 -0.1 0.1
H -2.863 -5.313 -8.884 0.1 0.4 -0.4
H -2.388 -3.217 -9.812 -0.5 0.0 0.2
H -0.891 -2.441 -9.575 0.4 -0.1 0.2
H -1.852 -2.782 -8.151 0.0 -0.4 0.2
```
Forces are in eV/Å.


energy above the lowest of the compared OMol25 structures with the same formula, charge and spin of number 2 (C14H26AsCuF9N2O5)?
88.5 kcal/mol